Entry 1:
ORCA calculation (ωB97M-V with the def2-TZVPD basis set) on a structure of composition C17H23LaN9O8S2 at a distorted geometry.

LUMO, eV: -3.02
Total charge: +1
Maximum force, eV/Å: 6.3
Spin multiplicity: 1

Geometry as XYZ:
```
60
Properties=species:S:1:pos:R:3:forces:R:3
La -2.090018 0.484431 0.869278 -0.14 2.87 -5.62
N -5.856594 3.068671 0.568889 0.03 -0.52 -0.16
C -5.168626 4.088962 1.155438 0.52 0.25 0.20
C -3.871957 3.667353 1.257374 -0.43 0.39 0.05
N -3.758635 2.415246 0.741512 -1.02 0.00 -0.38
C -4.978356 2.062267 0.335566 0.26 0.72 0.25
C -5.220028 0.765921 -0.242909 0.02 -0.73 -0.40
N -4.223676 -0.101128 -0.424713 -0.86 0.63 -0.06
C -4.783002 -1.229250 -0.933566 -0.55 -0.14 -0.16
C -6.131023 -1.046776 -1.078501 0.38 -0.49 -0.16
N -6.393353 0.218187 -0.645544 0.22 0.44 0.27
H -6.844816 3.087993 0.368141 0.11 -0.07 0.00
H -5.642612 5.004620 1.442974 -0.08 0.15 0.05
H -3.024990 4.179548 1.669828 0.08 0.11 0.08
H -4.189720 -2.094716 -1.157380 -0.02 -0.14 -0.07
H -6.901144 -1.697085 -1.441023 -0.11 -0.09 -0.06
H -7.310222 0.638110 -0.625061 0.12 -0.02 0.04
C 7.609575 -0.740517 -2.208106 0.08 -0.19 0.04
C 6.135275 -0.420166 -2.086787 -0.31 -0.67 0.21
S 5.232752 -1.923832 -1.588063 -0.81 0.98 -0.06
O 5.142274 -2.835878 -2.687652 0.07 -0.10 -0.46
O 5.709816 -2.393450 -0.324634 0.26 0.07 0.46
C 3.526706 -1.264720 -1.316902 0.86 -0.31 -0.18
C 2.665520 -2.440130 -0.925143 0.87 -0.50 -0.06
N 1.250228 -2.144767 -0.725802 -0.25 -0.05 0.07
C 0.581076 -0.977015 -0.758457 -0.44 0.06 -0.09
N -0.720486 -1.151293 -0.502150 0.81 -0.48 -0.56
C -0.900066 -2.477549 -0.285222 0.66 -0.64 -0.08
C 0.309465 -3.114114 -0.430105 -1.11 0.92 0.09
N 0.540548 -4.517852 -0.305158 -0.15 0.06 -0.04
O -0.455426 -5.194252 -0.201403 -0.24 -0.26 0.08
O 1.680682 -4.919054 -0.315633 0.42 -0.18 0.02
C 1.097208 0.391685 -1.037052 0.12 -0.04 0.04
H 8.174676 0.147518 -2.485084 -0.05 0.02 0.00
H 7.761865 -1.503240 -2.967610 0.11 -0.04 -0.05
H 7.983811 -1.113733 -1.257712 0.11 -0.01 0.01
H 5.703506 -0.110914 -3.034657 -0.12 0.06 -0.06
H 5.943539 0.319313 -1.313668 -0.09 0.08 0.07
H 3.243943 -0.834159 -2.270485 -0.03 0.14 -0.09
H 3.607808 -0.523072 -0.531250 0.02 0.20 0.03
H 3.069214 -2.874693 -0.003164 -0.22 0.07 -0.18
H 2.760843 -3.210680 -1.700286 -0.15 0.17 0.21
H -1.846054 -2.907730 -0.007523 0.00 -0.09 0.00
H 1.649389 0.438489 -1.971503 -0.07 0.12 0.00
H 1.736149 0.741077 -0.226625 0.01 0.11 -0.03
H 0.236114 1.061045 -1.111386 0.20 -0.09 -0.05
N 0.120883 2.048726 2.576050 0.34 0.16 0.39
C 1.200697 2.789234 2.837004 -0.07 0.04 -0.17
C 1.431810 3.578375 1.725718 -0.02 -0.03 0.01
C 0.422032 3.235745 0.831390 0.06 -0.01 0.20
N -0.371535 2.297887 1.354126 0.21 0.47 0.06
H -0.369740 1.373663 3.171069 0.25 0.39 -0.21
H 1.731929 2.717840 3.765005 0.02 -0.05 0.20
H 2.209444 4.301000 1.590664 0.15 0.13 -0.01
H 0.243994 3.632767 -0.152496 -0.09 -0.03 -0.11
O -0.644209 -0.639806 2.306477 0.16 -0.82 1.33
S -1.936073 -0.665511 3.106419 0.83 -1.19 2.63
O -1.882541 -1.330562 4.352661 -0.13 -0.13 0.00
O -2.267009 0.816182 3.165589 -0.13 -0.32 1.17
O -2.930860 -1.174208 2.089241 -0.66 -1.40 1.29
```
Positions in Å, forces in eV/Å.


Entry 2:
ORCA calculation (ωB97M-V with the def2-TZVPD basis set) on a structure of composition C17H23LaN9O8S2 at a distorted geometry.

LUMO, eV: -2.85
Total charge: +1
Maximum force, eV/Å: 5.5
Spin multiplicity: 1

Geometry as XYZ:
```
60
Properties=species:S:1:pos:R:3:forces:R:3
La 0.950880 1.722484 0.724148 -0.32 2.55 -4.88
N 1.396388 6.112872 1.856258 0.11 0.20 0.11
C 2.763607 5.946920 1.952413 -0.21 0.13 0.01
C 3.017286 4.729755 1.414989 0.03 -0.27 -0.15
N 1.839658 4.155071 0.989387 0.23 0.21 0.08
C 0.883738 5.011020 1.277350 -0.18 0.14 -0.02
C -0.521901 4.716528 0.997765 0.08 0.04 -0.01
N -0.914764 3.522237 0.604427 -0.52 0.16 -0.08
C -2.287565 3.591860 0.458234 0.25 -0.24 -0.04
C -2.713716 4.841262 0.760415 0.10 0.23 0.01
N -1.575359 5.547050 1.095188 -0.24 0.19 0.09
H 0.887769 6.902190 2.211762 -0.04 0.08 0.04
H 3.409267 6.694184 2.383206 -0.09 -0.05 -0.02
H 3.966004 4.228215 1.306014 -0.09 0.01 0.00
H -2.870969 2.736311 0.154196 0.08 0.08 0.02
H -3.693785 5.290390 0.756457 0.12 -0.03 0.03
H -1.557360 6.518675 1.351360 -0.01 0.05 0.02
C -1.493838 -7.827196 -2.747323 0.06 0.12 0.03
C -0.968662 -6.429392 -2.403953 -0.02 -0.21 -0.04
S -2.321155 -5.404149 -1.902727 -0.44 -0.16 0.00
O -3.028922 -4.968401 -3.084965 0.06 -0.04 0.15
O -3.030196 -6.046317 -0.826013 0.07 0.14 -0.21
C -1.532133 -3.953513 -1.228014 -0.03 0.14 0.17
C -2.606424 -2.867522 -1.100503 0.38 -0.05 0.12
N -2.100127 -1.680064 -0.382874 -0.13 -0.35 -0.19
C -1.233322 -0.781706 -0.889320 -0.03 0.02 -0.11
N -1.067283 0.243055 -0.062933 -0.20 -0.12 -0.10
C -1.872079 -0.003882 1.025931 0.30 0.51 -0.01
C -2.501388 -1.171332 0.835697 -0.29 -0.60 0.05
N -3.399039 -1.825839 1.759898 -0.56 -0.08 -0.35
O -3.971772 -1.102306 2.548067 0.34 -0.20 -0.02
O -3.554432 -3.030365 1.642002 0.21 0.32 0.17
C -0.572711 -0.926746 -2.218880 -0.03 -0.03 0.12
H -0.673723 -8.445502 -3.110014 -0.01 0.04 0.01
H -2.256423 -7.775488 -3.523617 0.03 0.02 -0.01
H -1.930016 -8.302796 -1.870610 0.03 0.04 0.00
H -0.530310 -5.927491 -3.268577 0.08 -0.07 0.06
H -0.262069 -6.444861 -1.570409 0.00 -0.05 -0.08
H -0.723951 -3.689833 -1.914019 -0.07 0.07 0.13
H -1.138783 -4.231481 -0.245625 0.01 0.09 -0.14
H -3.437547 -3.267467 -0.538205 -0.14 0.00 0.11
H -2.978821 -2.561061 -2.072559 0.08 0.06 -0.12
H -1.909673 0.633754 1.889905 -0.01 0.07 0.09
H -1.292559 -1.180673 -2.998099 0.00 0.00 0.02
H 0.192721 -1.705046 -2.200169 -0.03 0.06 0.01
H -0.098255 0.013365 -2.487628 -0.01 0.05 -0.03
N 4.254792 1.305932 0.805992 0.08 0.15 -0.25
C 5.517348 1.450322 0.390980 0.06 -0.06 -0.03
C 5.472394 1.836380 -0.934170 0.00 0.05 -0.11
C 4.108145 1.914992 -1.228453 -0.02 0.00 -0.14
N 3.363283 1.597999 -0.167973 0.80 -0.07 -0.02
H 3.893401 1.139347 1.739269 -0.08 -0.08 0.30
H 6.354419 1.268220 1.050049 -0.14 0.01 -0.06
H 6.305099 2.030823 -1.593016 -0.12 -0.03 0.10
H 3.635478 2.180041 -2.164196 0.05 -0.01 0.08
O 2.460574 1.587664 2.834541 0.19 -0.01 0.11
S 1.294825 0.685734 3.058187 0.42 -0.98 2.24
O 1.255425 -0.052119 4.264386 0.00 -0.01 0.01
O 0.111580 1.601966 2.812165 -0.48 -0.16 1.32
O 1.286934 -0.154075 1.784191 0.28 -2.05 1.41
```
Positions in Å, forces in eV/Å.


Entry 3:
ORCA calculation (ωB97M-V with the def2-TZVPD basis set) on a structure of composition C17H23N2Os at a distorted geometry.

LUMO (spin up / spin down), eV: -2.28 / -5.83
Total charge: +1
Maximum force, eV/Å: 5.1
Spin multiplicity: 5

Geometry as XYZ:
```
43
Properties=species:S:1:pos:R:3:forces:R:3
C -1.720571 2.065142 -1.125663 -2.16 4.05 -2.31
C -1.195262 2.230227 -2.536314 0.48 -0.76 -0.09
C -3.205310 1.761968 -1.120874 0.09 -1.04 0.47
C -1.467570 3.381610 -0.417400 0.43 -0.22 0.70
H -3.767589 2.617809 -1.532503 0.27 -0.09 0.08
H -3.578098 1.582859 -0.105549 -0.14 0.09 -0.23
H -3.453251 0.884480 -1.727346 -0.10 0.29 0.10
H -1.522074 3.185609 -2.979415 -0.02 -0.18 0.30
H -1.535563 1.432067 -3.202710 0.08 0.17 0.02
H -0.097466 2.244546 -2.526146 -0.12 0.10 -0.20
H -1.918466 4.215089 -0.980478 0.06 -0.31 0.01
H -0.391869 3.583397 -0.350500 -0.17 0.15 -0.02
H -1.897156 3.409341 0.587707 0.05 0.10 -0.11
C 0.063552 -1.907146 -0.318585 0.25 -3.32 -0.57
C -1.333279 -1.834139 -0.605865 0.19 -1.19 0.07
C -1.483221 -0.970273 -1.722628 0.53 -0.32 -1.91
H -2.136391 -2.334134 -0.071818 0.26 0.03 -0.28
C -0.180503 -0.534800 -2.120649 -0.78 -0.76 -1.62
C 0.769702 -1.086963 -1.227478 0.54 0.20 0.04
H 1.843912 -0.925495 -1.237555 -0.33 -0.13 -0.02
H 0.550457 -2.532529 0.417653 -0.24 0.13 -0.32
H -2.428316 -0.712767 -2.187542 0.33 -0.05 0.05
H 0.072360 0.111688 -2.950079 -0.17 -0.16 0.21
C 0.668196 0.563036 1.718327 0.54 -0.10 -0.18
C -0.017282 -0.660467 1.915756 0.31 -1.22 3.24
C -1.421025 -0.415390 1.921475 0.07 -0.70 1.09
H 0.469992 -1.610410 2.098273 -0.21 0.32 0.01
C -1.604589 0.979338 1.742308 0.40 1.46 1.37
C -0.310282 1.581463 1.634661 -0.90 1.08 1.53
H -0.090724 2.631299 1.503202 -0.12 -0.24 0.03
H 1.744606 0.694037 1.644558 -0.32 -0.01 0.05
H -2.207851 -1.155960 2.032735 0.24 0.26 0.12
H -2.563646 1.482008 1.702610 0.27 -0.03 0.02
Os -0.609501 0.111495 -0.007248 0.19 2.40 -1.85
N 3.469887 -1.848300 2.063489 -0.17 -0.22 -0.44
C 4.550599 -2.653937 2.193972 -0.24 -0.32 -0.94
C 4.633769 -3.385584 1.009467 -0.31 0.57 0.50
C 3.551610 -2.943025 0.221128 -0.06 0.61 1.16
N 2.830004 -2.011173 0.873158 0.78 -0.31 0.08
H 3.107406 -1.169456 2.727148 0.25 -0.41 -0.27
H 5.165345 -2.661627 3.079524 -0.06 0.04 -0.04
H 5.356282 -4.131815 0.743168 0.15 -0.05 0.06
H 3.289173 -3.263119 -0.775977 -0.14 0.06 0.07
```
Positions in Å, forces in eV/Å.


Entry 4:
ORCA calculation (ωB97M-V with the def2-TZVPD basis set) on a structure of composition C17H23N2Ru at a distorted geometry.

LUMO (spin up / spin down), eV: -4.21 / -4.73
Total charge: +1
Maximum force, eV/Å: 4.1
Spin multiplicity: 5

Geometry as XYZ:
```
43
Properties=species:S:1:pos:R:3:forces:R:3
C -3.137042 1.022378 -1.844135 0.71 -0.33 0.44
C -3.673390 -0.246694 -1.333320 -0.87 -0.96 -0.05
C -3.016470 2.162239 -0.933517 -0.59 1.23 0.46
C -2.231638 0.956136 -3.003274 0.14 0.02 -1.27
H -3.426083 3.089353 -1.379860 0.21 -0.21 0.07
H -1.958577 2.396268 -0.696035 -0.46 -0.14 0.15
H -3.611350 2.012605 -0.012665 0.48 0.07 -0.29
H -4.666939 -0.485906 -1.762183 0.16 0.12 0.18
H -3.806843 -0.265867 -0.234631 0.15 0.00 -0.48
H -3.048733 -1.092092 -1.672425 -0.03 0.11 0.35
H -2.768166 1.068911 -3.969129 0.16 0.06 0.31
H -1.766342 -0.045163 -3.085021 0.09 0.38 0.11
H -1.460747 1.750448 -2.999368 -0.27 -0.37 0.05
C 0.763134 -0.393357 2.349875 -0.58 -1.68 1.46
C -0.175080 0.720382 2.305625 0.10 0.16 0.26
C -1.354646 0.306588 1.686393 -0.33 -0.33 0.06
H -0.015003 1.684366 2.791908 0.00 -0.29 -0.39
C -1.273344 -1.080835 1.402036 -0.22 -0.17 0.57
C -0.016026 -1.571371 1.902136 0.42 -0.25 0.65
H 0.287271 -2.624289 2.016680 -0.32 0.65 0.20
H 1.593878 -0.500501 3.058897 -0.39 0.28 -0.45
H -2.259906 0.909948 1.568622 0.56 -0.19 -0.17
H -2.089440 -1.695572 0.992942 0.55 0.61 0.25
C 2.367148 0.201675 -1.080996 0.23 0.42 -0.40
C 2.509529 0.773345 0.261348 1.49 -0.21 -0.94
C 1.573727 1.883763 0.321599 -0.33 0.08 -0.48
H 3.406513 0.645359 0.877381 -0.49 0.27 -0.29
C 0.794104 1.891851 -0.844820 0.17 0.26 0.75
C 1.210274 0.822469 -1.686355 1.36 -0.76 0.60
H 0.804161 0.607954 -2.679232 0.11 0.09 0.60
H 3.003221 -0.566572 -1.535715 -0.19 0.54 0.18
H 1.555522 2.645637 1.103372 -0.16 -0.45 -0.22
H 0.032236 2.632579 -1.097367 0.28 -0.42 0.20
Ru 1.025690 -0.703462 0.324411 -1.88 3.26 -1.61
N -0.637261 -3.925562 -1.884527 0.46 1.34 0.16
C 0.117019 -3.370918 -2.912238 -0.33 -0.16 0.32
C 0.503581 -2.140816 -2.476920 0.34 -0.69 0.71
N 0.155080 -1.998650 -1.130037 -2.17 -1.30 -1.13
C -0.658363 -3.022435 -0.857531 1.15 -0.81 -1.10
H -1.031219 -4.848264 -1.839357 -0.17 -0.05 -0.18
H 0.372038 -3.905050 -3.816299 -0.35 0.14 0.05
H 0.977883 -1.351364 -3.037487 0.31 -0.36 0.20
H -1.286778 -3.194082 0.001950 0.50 0.03 0.12
```
Positions in Å, forces in eV/Å.


Entry 5:
ORCA calculation (ωB97M-V with the def2-TZVPD basis set) on an isolated molecule of C17H23N3O3 at a distorted geometry.

LUMO, eV: 0.58
Maximum force, eV/Å: 5.1
Spin multiplicity: 1
SMILES string: CC(C)C[C@H](N)C(=O)N[C@@H](Cc1c[nH]c2ccccc12)C(=O)O

Geometry as XYZ:
```
46
Properties=species:S:1:pos:R:3:forces:R:3
C 0.482579 -3.517811 -1.942033 0.06 0.67 -1.23
C -0.565664 -3.902675 -0.875897 -1.44 1.99 -0.05
C -1.570805 -4.947926 -1.335214 2.91 0.55 -2.28
C -1.407952 -2.688135 -0.367437 0.38 -1.44 0.65
C -0.835473 -2.089790 0.930433 -0.48 -2.31 0.86
N -1.121455 -3.116524 2.008985 -0.29 1.86 2.63
C -1.469627 -0.786695 1.253755 4.60 2.24 -0.02
O -2.591605 -0.542818 0.996709 -2.57 0.56 0.04
N -0.560279 0.279017 1.708940 -2.68 -1.55 -0.11
C 0.827346 0.428295 1.730812 2.21 -3.14 0.80
C 1.509068 0.290961 0.331367 0.02 0.00 -0.18
C 0.808176 1.313887 -0.473718 -0.57 -0.46 -1.58
C -0.462585 1.168091 -1.023394 -0.12 -2.07 0.52
N -1.050541 2.328844 -1.411111 0.54 3.64 1.19
C -0.082687 3.281971 -0.960827 0.23 1.68 -1.99
C -0.191330 4.682746 -1.112985 -1.21 -0.52 -0.32
C 0.838037 5.527450 -0.777430 0.56 -1.23 1.48
C 2.042110 4.898445 -0.319421 0.28 2.00 -0.04
C 2.221698 3.551142 -0.326621 0.40 -0.36 0.79
C 1.140534 2.678329 -0.560093 -1.59 1.40 -0.52
C 1.184333 1.790482 2.178581 -1.88 0.22 -0.66
O 2.320422 2.067243 2.244635 2.31 1.68 1.10
O 0.105327 2.613526 2.271074 0.24 -0.71 0.38
H 1.107741 -4.371079 -2.266362 -0.24 0.23 0.42
H 0.069159 -3.109968 -2.994046 0.48 -0.61 2.59
H 1.175979 -2.755650 -1.483564 -0.61 -0.59 -0.72
H -0.126058 -4.169207 0.051330 1.04 -1.10 0.57
H -0.935291 -5.797028 -1.299412 0.14 -1.58 -0.69
H -2.381622 -5.171543 -0.724169 -1.56 0.19 0.99
H -1.783904 -4.676770 -2.399352 -0.50 -0.62 0.86
H -2.365604 -3.228085 -0.113696 0.49 1.74 -0.34
H -1.403126 -1.973577 -1.156317 -0.88 0.77 -0.58
H 0.236104 -2.066857 0.924550 0.61 0.45 -0.36
H -2.097518 -2.838969 2.365192 1.72 -0.88 -0.50
H -0.465831 -2.901531 2.877356 -1.77 -0.52 -2.28
H -0.804462 1.203525 1.410960 -1.95 -0.02 0.10
H 1.418595 -0.215712 2.468982 -1.10 0.33 -0.84
H 2.576298 0.527941 0.506169 -0.52 -0.42 -0.58
H 1.322943 -0.672002 -0.169320 0.46 0.03 0.72
H -1.016223 0.236980 -1.070394 0.07 0.17 -0.14
H -2.041480 2.743928 -1.589585 2.43 -2.13 0.49
H -1.167582 5.043860 -1.467971 0.46 0.18 0.19
H 0.656806 6.571349 -0.584745 0.15 0.27 -0.53
H 2.902128 5.493187 0.111217 -1.17 -0.44 -0.88
H 3.222682 3.295817 0.002226 -0.28 -0.90 0.00
H 0.330639 3.523331 2.431843 0.62 0.73 0.08
```
Positions in Å, forces in eV/Å.


We obtain energy above the lowest of the compared OMol25 structures with the same formula, charge and spin values of 29.7; 13.8; 0.0; 0.0; 108.3 kcal/mol for the records listed above, in that order.